1.
C12H18N3O5Pt | the ωB97M-V functional and the def2-TZVPD basis

Geometry as XYZ:
```
39
Properties=species:S:1:pos:R:3:forces:R:3:mulliken_charge:R:1
Pt -0.13360 -0.18622 1.00046 0.3 0.7 -0.1 1.78
C -0.50179 1.92006 -1.65495 0.0 0.0 -0.1 -0.43
C -1.71685 1.14878 -1.21851 -0.2 -0.1 0.1 -0.73
O -1.36592 -0.16459 -0.70092 0.0 -0.2 -0.4 -0.70
C -1.24135 -1.15028 -1.75951 0.1 0.0 0.2 -0.47
C -0.79396 -2.47498 -1.18078 0.0 0.2 0.0 -0.82
O 0.42879 -2.32244 -0.48517 -0.1 -0.4 0.0 -0.42
C 1.60182 -2.19546 -1.26223 -0.1 0.1 0.0 -0.40
C 2.54288 -1.40726 -0.39270 0.1 0.1 0.2 -0.85
O 1.96642 -0.12491 -0.06083 -0.1 -0.1 -0.1 -0.45
C 2.29242 0.87912 -1.03040 0.0 -0.1 -0.1 -0.53
C 1.67285 2.20529 -0.66097 0.0 0.0 0.0 -0.78
O 0.27181 2.13004 -0.49671 0.1 0.2 0.1 -0.36
H -0.82291 2.86937 -2.09396 0.0 0.0 0.0 0.46
H 0.04920 1.36989 -2.42348 0.0 0.0 0.0 0.27
H -2.41682 0.99719 -2.03902 0.0 0.0 0.0 0.48
H -2.22432 1.66705 -0.40721 0.0 0.0 0.0 0.24
H -0.52344 -0.78336 -2.49629 0.0 0.0 0.0 0.33
H -2.21934 -1.24194 -2.23104 0.0 0.0 0.0 0.47
H -0.71876 -3.20829 -1.98845 0.0 0.0 0.0 0.44
H -1.51546 -2.83576 -0.44924 0.0 0.0 0.0 0.36
H 1.41022 -1.66341 -2.20020 0.0 0.0 0.0 0.29
H 2.01846 -3.17641 -1.50487 0.0 0.0 0.0 0.44
H 3.50947 -1.25655 -0.87340 0.0 0.0 0.0 0.51
H 2.68977 -1.92878 0.55114 0.0 0.0 0.0 0.35
H 1.96280 0.55141 -2.02149 0.0 0.0 0.0 0.35
H 3.37775 0.99502 -1.06007 0.0 0.0 0.0 0.47
H 1.95832 2.93858 -1.42196 0.0 0.0 0.0 0.42
H 2.06151 2.54213 0.29848 0.0 0.0 0.0 0.35
N -0.53132 1.16307 4.41716 -0.2 0.0 0.2 -0.26
C -0.43794 0.43277 3.33891 0.5 -0.2 -0.2 0.00
O 0.66124 0.02070 2.85876 -0.2 0.0 0.3 -0.59
C -1.56835 0.05674 2.40745 -0.1 -0.4 -0.2 1.40
C -2.10163 -1.28501 2.59960 -0.3 -0.1 0.3 -0.17
N -2.56711 -2.32719 2.74460 0.2 0.2 -0.1 -0.47
C -2.58227 1.06803 2.19529 0.0 0.1 0.0 -0.03
N -3.35745 1.89615 2.01446 0.0 0.0 0.0 -0.48
H -1.43542 1.43874 4.77090 0.0 0.0 0.0 0.24
H 0.30030 1.44272 4.91715 0.0 0.0 0.0 0.30
```
Positions in Å, forces in eV/Å.

Total charge: +1
Energy above the lowest of the compared OMol25 structures with the same formula, charge and spin (kcal/mol): 0.0
Total energy (eV): -30681.48601
HOMO (eV): -12.33
HOMO-LUMO gap (eV): 9.07
2S+1: 1

---

2.
C2H5OP | the ωB97M-V functional and the def2-TZVPD basis

Geometry as XYZ:
```
9
Properties=species:S:1:pos:R:3:forces:R:3:mulliken_charge:R:1
O -2.17664 -0.24639 -0.43933 2.5 1.8 -0.9 -0.55
P -0.88364 0.74094 0.26422 -0.7 -0.5 0.2 0.14
C 0.59102 -0.35240 0.52872 0.4 -1.2 1.4 -0.36
C 0.94521 0.68970 -0.46592 -3.9 -4.6 -2.1 -0.69
H -2.62706 -0.86954 0.11290 0.1 -0.5 0.9 0.31
H 0.30325 -1.44368 0.19435 1.1 2.3 0.4 0.27
H 1.27740 -0.23802 1.40275 -1.3 -0.8 -0.1 0.24
H 1.14201 0.19036 -1.39545 0.1 0.8 -0.8 0.26
H 1.42845 1.52903 -0.20224 1.7 2.7 0.9 0.36
```
Positions in Å, forces in eV/Å.

Total charge: 0
Energy above the lowest of the compared OMol25 structures with the same formula, charge and spin (kcal/mol): 31.9
Total energy (eV): -13489.49312
HOMO (eV): -8.92
HOMO-LUMO gap (eV): 9.91
SMILES string: OP1CC1
2S+1: 1

---

3.
C5H13N | the ωB97M-V functional and the def2-TZVPD basis

Geometry as XYZ:
```
19
Properties=species:S:1:pos:R:3:forces:R:3:mulliken_charge:R:1
C -1.71339 -1.97768 -1.24855 2.6 0.7 0.3 -0.81
N -0.76164 -1.38228 -0.27806 0.1 0.2 1.7 -0.35
C -0.46209 0.03151 -0.43387 -0.5 0.8 -1.7 -0.71
C 0.83743 0.55381 0.17536 -1.0 -2.9 2.6 0.67
C 0.74419 0.28142 1.69494 0.0 1.3 2.0 -1.39
C 1.13007 2.00540 -0.04335 0.8 0.6 -0.5 -1.41
H -2.14699 -2.91475 -0.95204 -0.1 -0.3 0.7 0.27
H -2.49263 -1.23953 -1.38503 -0.1 0.0 -0.6 0.31
H -1.02728 -2.19982 -2.07930 -1.2 0.2 -0.9 0.30
H 0.13177 -1.84257 -0.16310 -0.3 -0.6 -0.3 0.22
H -0.33585 0.26374 -1.51855 -0.6 0.2 0.2 0.30
H -1.29198 0.60666 -0.00583 0.0 0.2 -0.3 0.26
H 1.56512 -0.18998 -0.16217 0.7 0.7 -0.4 0.24
H 0.61768 -0.69748 2.15748 0.3 -0.6 -1.0 0.36
H 1.59406 0.73642 2.23681 0.0 -0.3 -0.4 0.37
H -0.10103 0.79602 2.20350 0.1 0.2 -0.8 0.32
H 0.19145 2.57556 -0.09818 0.3 -0.1 -0.6 0.33
H 1.67231 2.48632 0.78032 -0.1 -0.5 0.2 0.39
H 1.84880 2.10725 -0.88041 -1.0 0.4 -0.1 0.32
```
Positions in Å, forces in eV/Å.

Total charge: 0
Energy above the lowest of the compared OMol25 structures with the same formula, charge and spin (kcal/mol): 32.0
Total energy (eV): -6884.81145
HOMO (eV): -8.31
HOMO-LUMO gap (eV): 9.49
SMILES string: CNCC(C)C
2S+1: 1

---

4.
CH7N3S | the ωB97M-V functional and the def2-TZVPD basis

Geometry as XYZ:
```
12
Properties=species:S:1:pos:R:3:forces:R:3:mulliken_charge:R:1
C 0.52548 -1.57111 0.37069 -2.1 2.0 0.6 -1.03
N -2.14580 -0.08080 -0.51060 0.0 -0.1 -0.4 -0.61
N 1.13989 1.45038 0.21373 0.1 -0.2 0.0 -0.46
N -0.20293 1.31948 -0.16757 -0.2 0.2 0.1 -0.18
S -1.11847 0.11494 0.62243 2.4 -1.5 -1.0 0.32
H 1.40509 -1.14497 0.81377 0.4 0.0 0.1 0.31
H 0.55216 -1.74033 -0.69106 0.0 0.0 -0.3 0.29
H 0.08105 -2.36547 0.94533 0.0 -0.3 0.1 0.37
H -3.03220 -0.44924 -0.20711 -0.2 0.0 0.4 0.25
H 1.75927 0.81771 -0.29197 -0.2 0.1 0.0 0.21
H 1.44135 2.40733 0.06999 -0.2 -0.1 0.1 0.24
H -0.40488 1.24209 -1.16763 0.0 -0.2 0.2 0.30
```
Positions in Å, forces in eV/Å.

Total charge: 0
Energy above the lowest of the compared OMol25 structures with the same formula, charge and spin (kcal/mol): 83.6
Total energy (eV): -16452.19105
HOMO (eV): -7.84
HOMO-LUMO gap (eV): 8.59
2S+1: 1

---

5.
C52H77N11O4P | the ωB97M-V functional and the def2-TZVPD basis

Geometry as XYZ:
```
145
Properties=species:S:1:pos:R:3:forces:R:3:mulliken_charge:R:1
C 1.94322 -3.04979 -0.87153 0.1 -0.3 0.0 -0.07
C 3.03720 -2.49795 -1.84809 -1.0 -0.1 -0.2 -0.62
C 2.50199 -1.49392 -2.91145 1.0 0.5 0.2 -0.72
C 1.62201 -0.34679 -2.32798 -0.2 -0.3 -0.3 -0.87
C 0.11863 -0.70258 -2.51020 0.5 -0.1 -1.0 1.23
C -0.64751 -0.12393 -3.75176 -0.1 0.1 1.2 -0.81
O -1.86443 -0.88273 -3.77553 1.6 0.2 0.3 -0.50
P -2.30721 -1.02188 -2.07282 -1.6 0.0 1.1 4.16
C -3.89141 -1.93701 -2.61196 -0.3 0.3 0.9 -1.18
C -3.73653 -3.46611 -2.83337 -0.8 0.2 -0.7 -0.79
C -3.31775 -3.90270 -4.26518 0.6 -0.7 -0.3 0.61
C -1.76450 -3.90035 -4.49893 -0.3 -0.6 0.0 -1.15
C -4.05350 -3.14477 -5.40951 0.2 -0.2 0.8 -1.54
C -2.98996 -0.80359 -0.24736 -0.5 -1.7 0.2 -1.05
O -2.02571 -0.23771 0.69316 0.0 0.9 -0.6 -0.05
N -2.56674 0.18742 1.86425 0.0 -0.7 0.7 0.04
O -2.98675 -0.71117 2.52310 -0.4 0.4 -0.2 -0.23
O -0.75352 -0.44402 -1.43033 0.7 0.0 -1.7 -0.75
H 0.91032 -2.78195 -1.14559 0.4 0.0 0.0 -0.30
H 1.98516 -4.15636 -0.86983 0.0 0.5 0.1 0.35
H 2.09849 -2.71373 0.16818 0.0 -0.1 -0.4 -0.02
H 3.82647 -2.02134 -1.24665 -0.1 -0.2 -0.3 0.25
H 3.43836 -3.36205 -2.40887 0.2 0.4 0.4 0.38
H 2.02080 -2.03386 -3.74891 -0.1 0.3 0.5 0.39
H 3.39566 -1.01426 -3.36542 -0.3 -0.3 0.1 0.35
H 1.88538 -0.22704 -1.26239 -0.3 0.0 -0.3 0.15
H 1.90820 0.59081 -2.84065 -0.4 -0.2 0.3 0.36
H 0.16006 -1.78782 -2.76482 -0.4 0.3 0.5 -0.79
H -0.09984 -0.12489 -4.70652 -0.3 -0.2 0.2 0.39
H -0.91710 0.90033 -3.41784 0.3 0.0 -0.6 0.12
H -1.72242 -2.32081 -1.86180 0.1 0.0 0.1 -0.58
H -2.86401 0.30116 -2.27542 0.2 0.1 0.0 -1.80
H -4.32342 -1.39037 -3.46893 0.2 -0.5 0.2 0.45
H -4.62300 -1.81862 -1.77852 0.3 0.0 -0.5 0.43
H -4.74150 -3.90984 -2.65782 0.4 0.1 -0.1 0.49
H -3.08341 -3.95569 -2.08654 -0.1 0.4 -0.3 0.00
H -3.61157 -4.97017 -4.36202 0.0 0.5 0.1 0.53
H -1.23465 -3.26657 -3.77794 -0.2 0.1 -0.5 -0.02
H -1.35952 -4.92576 -4.37005 -0.2 0.4 0.0 0.33
H -1.55055 -3.60732 -5.54225 0.1 0.1 0.5 0.35
H -5.06864 -2.90250 -5.04999 0.3 0.1 -0.4 0.33
H -4.13377 -3.76849 -6.31688 0.1 0.3 0.3 0.43
H -3.48308 -2.22808 -5.62762 -0.4 -0.2 0.0 0.23
H -3.29611 -1.80311 0.13437 0.1 0.4 -0.1 0.08
H -3.90116 -0.16867 -0.24740 0.6 -0.1 -0.1 0.50
N 5.25160 -4.60999 1.38504 0.1 0.1 0.0 0.04
C 4.80160 -3.44856 1.94923 -0.1 0.0 0.1 -0.72
C 5.75268 -2.48269 1.73843 -0.2 0.0 0.1 -0.13
C 6.81430 -3.08464 1.01494 0.1 -0.1 -0.1 -0.61
C 6.47541 -4.39750 0.80922 0.0 0.0 0.0 -0.72
H 4.75920 -5.48284 1.39147 -0.1 0.0 0.0 0.20
H 3.84807 -3.40936 2.45075 0.0 0.0 0.0 0.54
H 5.69254 -1.45750 2.06624 0.0 0.0 0.0 0.42
H 7.72281 -2.60896 0.68287 0.0 0.0 0.0 0.52
H 6.99684 -5.19483 0.30623 0.0 0.0 0.0 0.44
N -4.46346 2.32029 -3.58843 0.0 0.1 -0.1 0.25
C -5.26832 3.24055 -4.20135 0.1 -0.1 0.0 -0.76
C -5.06028 4.45296 -3.58852 -0.1 0.1 -0.2 -0.80
C -4.09119 4.25320 -2.57436 0.0 -0.1 0.1 -0.25
C -3.74098 2.92746 -2.60321 -0.1 0.0 0.2 -0.94
H -4.40517 1.34310 -3.82483 0.2 0.0 0.1 0.18
H -5.91526 2.95668 -5.01503 0.0 0.0 0.0 0.43
H -5.54970 5.38065 -3.84211 0.0 0.0 0.1 0.71
H -3.69280 4.99582 -1.90214 0.0 0.0 0.0 0.44
H -3.04023 2.36381 -2.00971 0.0 0.0 0.0 0.63
N 0.68781 5.20103 -4.60912 -0.1 -0.1 0.0 0.10
C 0.52963 5.07894 -3.25537 0.0 0.1 0.0 -1.06
C -0.60533 4.34242 -3.02841 0.2 0.1 0.1 0.46
C -1.14977 4.00157 -4.29152 0.0 0.0 -0.3 0.04
C -0.32947 4.54176 -5.24875 0.0 0.0 0.1 -1.39
H 1.43300 5.69432 -5.06216 0.0 0.0 0.0 0.19
H 1.23478 5.52608 -2.57328 0.0 0.0 0.0 0.42
H -1.00189 4.07469 -2.06182 0.0 0.0 0.0 0.37
H -2.04009 3.42455 -4.47735 0.0 0.0 0.0 0.45
H -0.38152 4.51535 -6.32443 0.0 0.0 0.0 0.41
N -3.78594 -7.13361 0.82390 0.0 0.1 0.0 0.04
C -4.25834 -5.94595 1.31562 0.0 0.0 0.0 -0.89
C -3.29841 -4.99027 1.10271 -0.2 0.0 0.1 -0.24
C -2.20780 -5.62354 0.45373 0.1 -0.1 -0.1 -0.38
C -2.53812 -6.94474 0.29274 0.0 0.0 0.0 -0.73
H -4.27775 -8.00571 0.84806 0.0 0.0 0.0 0.17
H -5.23186 -5.88433 1.77265 0.0 0.0 0.0 0.39
H -3.37149 -3.95076 1.38011 0.0 0.0 0.0 0.55
H -1.28569 -5.16170 0.13896 0.0 0.0 0.0 0.66
H -1.99590 -7.76285 -0.15136 0.0 0.0 0.0 0.39
N -3.98076 7.12666 -5.65111 0.1 0.1 -0.1 0.04
C -4.79261 8.10093 -6.16323 0.0 0.0 0.0 -0.53
C -4.15850 9.30677 -6.00111 -0.1 0.0 -0.1 -0.44
C -2.91460 9.04660 -5.37090 0.1 -0.1 0.0 -0.58
C -2.83334 7.69144 -5.17009 0.0 -0.1 0.0 -0.24
H -4.19386 6.14392 -5.62908 0.1 0.0 0.1 0.30
H -5.74788 7.85401 -6.59573 0.0 0.0 0.0 0.38
H -4.54486 10.26725 -6.30203 0.0 0.0 0.0 0.39
H -2.16397 9.76969 -5.09572 0.0 0.0 0.0 0.40
H -2.06156 7.08209 -4.72691 0.0 0.0 0.0 0.28
N 1.27141 -0.92022 2.74691 0.0 -0.1 0.1 0.27
C 2.34457 -1.23056 3.53310 0.1 0.1 0.0 -1.07
C 1.87583 -1.88763 4.64260 0.1 0.0 0.0 -0.14
C 0.46362 -1.97883 4.51409 0.0 0.0 0.0 -0.52
C 0.12402 -1.37451 3.33009 0.0 0.1 0.0 -0.44
H 1.31620 -0.43309 1.86927 -0.1 -0.1 -0.1 0.22
H 3.34401 -0.95805 3.23680 0.0 0.0 0.1 0.53
H 2.48089 -2.26278 5.45300 0.1 0.0 -0.1 0.50
H -0.22484 -2.43666 5.20719 0.0 0.0 -0.1 0.41
H -0.82679 -1.22459 2.85303 0.1 -0.1 0.1 0.30
N 11.48314 -1.32406 3.48093 -0.1 -0.1 -0.1 0.02
C 11.57405 -1.73484 2.17889 0.0 0.0 0.0 -0.55
C 10.58328 -2.65748 1.95929 0.1 0.1 -0.1 -0.38
C 9.86485 -2.80515 3.17340 0.0 0.0 0.2 -0.25
C 10.44162 -1.96822 4.09331 0.0 0.0 0.0 -0.61
H 12.08578 -0.65413 3.91885 0.0 0.0 0.0 0.19
H 12.33216 -1.33775 1.52472 0.0 0.0 0.0 0.38
H 10.39441 -3.16858 1.02930 0.0 0.0 0.0 0.42
H 9.02013 -3.45056 3.35107 0.0 0.0 0.0 0.41
H 10.20246 -1.77640 5.12583 0.0 0.0 0.0 0.38
N -5.96372 0.49519 5.36870 0.1 0.2 0.0 0.02
C -6.42628 1.66161 5.91701 0.0 0.0 0.0 -0.49
C -5.46962 2.62445 5.72090 -0.1 0.0 0.1 -0.51
C -4.39295 2.01599 5.02407 0.0 -0.1 0.0 -0.36
C -4.72772 0.70243 4.81834 0.0 -0.1 0.1 -0.57
H -6.45507 -0.37771 5.36890 0.0 0.0 0.0 0.18
H -7.38995 1.70493 6.39695 0.0 0.0 0.0 0.37
H -5.53615 3.65178 6.04087 0.0 0.0 0.0 0.38
H -3.47689 2.48736 4.70790 0.0 0.0 0.0 0.42
H -4.19581 -0.09831 4.33101 0.0 0.1 0.0 0.55
N 1.22766 5.10990 0.31931 0.1 0.0 0.1 0.08
C 1.70890 6.38970 0.35825 0.0 0.0 0.0 -0.36
C 2.66075 6.45203 1.34410 0.0 0.1 -0.1 -0.60
C 2.75948 5.15848 1.91729 0.0 -0.1 0.0 -0.54
C 1.86438 4.35186 1.26193 0.0 0.0 0.0 -0.53
H 0.51578 4.77759 -0.30612 0.0 0.0 0.0 0.27
H 1.33330 7.14263 -0.31485 0.0 0.0 0.0 0.39
H 3.22342 7.32863 1.62154 0.0 0.0 0.0 0.40
H 3.41230 4.85289 2.71858 0.0 0.0 0.0 0.39
H 1.62593 3.30876 1.38539 0.0 0.0 0.0 0.52
N 1.88109 -1.54936 8.15936 0.0 0.0 0.2 0.03
C 2.63387 -2.30934 9.01158 0.0 0.0 0.0 -0.47
C 3.08901 -1.49234 10.01510 0.0 -0.1 0.0 -0.41
C 2.58644 -0.19109 9.75920 -0.1 0.1 -0.1 -0.55
C 1.84290 -0.25924 8.60835 0.0 0.0 0.0 -0.34
H 1.42642 -1.88633 7.33010 0.0 0.1 0.0 0.24
H 2.78138 -3.36101 8.83086 0.0 0.0 0.0 0.35
H 3.71226 -1.79598 10.84060 0.0 0.0 0.0 0.39
H 2.75046 0.69477 10.35088 0.0 0.0 0.0 0.39
H 1.29343 0.49615 8.07216 0.0 0.0 0.0 0.38
```
Positions in Å, forces in eV/Å.

Total charge: -1
Total energy (eV): -89036.96495
HOMO (eV): -5.33
HOMO-LUMO gap (eV): 7.45
2S+1: 1

---

6.
C10H12BrNO4 | the ωB97M-V functional and the def2-TZVPD basis

Geometry as XYZ:
```
28
Properties=species:S:1:pos:R:3:forces:R:3:mulliken_charge:R:1
C -2.03929 0.45884 -3.47438 0.1 0.2 -0.3 -0.72
O -2.20551 -0.26100 -2.26210 0.1 -0.1 0.5 -0.58
C -1.09216 -0.29785 -1.44892 0.0 0.2 0.0 0.70
C -0.40919 -1.48969 -1.27690 -0.1 0.2 0.0 -0.70
C 0.65961 -1.59774 -0.39702 0.2 0.0 0.1 0.87
C 1.40259 -2.90471 -0.24170 -0.3 0.0 0.3 -1.15
O 2.65726 -2.89276 -0.87697 0.4 0.0 -0.2 -0.48
C 1.03318 -0.45116 0.29304 0.0 -0.1 0.0 0.04
Br 2.50352 -0.49899 1.50888 -0.1 0.0 -0.1 -0.21
C 0.37395 0.75525 0.13855 -0.1 0.1 0.0 -0.83
C -0.69933 0.84588 -0.73510 0.0 -0.4 -0.2 0.60
O -1.38074 2.00864 -0.98413 0.2 -0.1 -0.2 -0.51
C -1.83979 2.75421 0.12467 -0.2 0.2 0.4 -0.46
C -3.04448 2.10938 0.82730 0.3 0.0 -0.3 0.54
N -3.68293 1.18022 0.09669 -0.2 -0.3 -0.3 -0.26
O -3.37740 2.44872 1.93949 0.0 0.3 0.3 -0.64
H -3.00193 0.41517 -3.97989 0.1 0.0 0.0 0.26
H -1.27489 -0.01168 -4.09991 0.0 0.0 0.0 0.35
H -1.76440 1.49914 -3.28540 0.0 -0.1 0.0 0.26
H -0.73715 -2.35505 -1.83151 -0.1 -0.1 -0.1 0.35
H 0.83678 -3.70545 -0.72190 0.0 0.1 0.1 0.37
H 1.50830 -3.14425 0.82701 -0.1 0.0 -0.2 0.39
H 3.24500 -2.28912 -0.40564 -0.1 0.0 0.0 0.38
H 0.70029 1.61902 0.69675 0.0 0.1 0.0 0.39
H -1.06022 2.93536 0.87038 -0.1 -0.1 -0.1 0.21
H -2.15714 3.71951 -0.27985 0.0 -0.1 0.1 0.35
H -4.47805 0.71187 0.49713 0.0 0.1 0.1 0.22
H -3.36005 0.89574 -0.81635 0.0 0.0 0.0 0.27
```
Positions in Å, forces in eV/Å.

Total charge: 0
Total energy (eV): -90286.92446
HOMO (eV): -9.04
HOMO-LUMO gap (eV): 9.65
SMILES string: COc1cc(CO)c(Br)cc1OCC(N)=O
2S+1: 1